# C21H20N2O4S2

C21H20N2O4S2 in the gas phase in a non-equilibrium geometry (ωB97M-V with the def2-TZVPD basis set, the Open Molecules 2025 dataset).

```
! wB97M-V def2-TZVPD RIJCOSX def2/J DEFGRID3
* xyz 0 1
O 3.212 -2.365 -2.419
O 1.333 2.146 0.097
O -0.232 4.008 -0.063
O -0.099 -1.975 0.203
C 2.393 -1.818 -1.740
C 1.451 -0.942 -2.354
C -1.457 0.074 -2.684
C -0.497 0.457 -1.803
C 0.622 -0.389 -1.439
C -2.141 1.279 4.017
C -4.650 2.131 -3.017
C -4.289 3.108 -2.092
C -1.143 2.251 4.035
C -2.488 0.659 2.811
C -3.764 1.099 -3.261
C -3.063 3.044 -1.389
C -0.564 2.653 2.845
C -1.909 1.055 1.636
C -2.522 1.032 -2.658
C -2.203 1.985 -1.688
C -0.898 2.045 1.648
N 2.276 -1.969 -0.356
N -0.935 1.658 -1.179
S 0.958 -0.959 0.191
C 2.730 -2.703 2.006
C 3.309 -4.130 0.087
C 4.603 -2.050 0.431
C 3.200 -2.677 0.539
S -0.096 2.541 0.059
H 1.449 -0.740 -3.448
H -1.378 -0.833 -3.266
H -2.605 1.022 4.967
H -5.592 2.171 -3.551
H -4.955 3.946 -1.922
H -0.888 2.707 4.963
H -3.229 -0.146 2.831
H -4.069 0.357 -4.027
H -2.801 3.810 -0.702
H 0.284 3.354 2.917
H -2.177 0.568 0.708
H 1.675 -3.004 2.068
H 3.351 -3.454 2.575
H 2.880 -1.732 2.414
H 2.335 -4.543 -0.198
H 3.750 -4.814 0.854
H 3.929 -4.213 -0.780
H 5.291 -2.411 1.197
H 5.070 -2.319 -0.521
H 4.541 -0.973 0.457
*
```

Summary:
LUMO energy: -0.476 eV
Molecular weight: 428.53 g/mol
Energy relative to the best compared isomer or geometry (same formula, charge and spin): 44.3 kcal per mole
E_tot: -54939.7240 eV
Highest occupied orbital energy: -8.7 eV

Results of the Mulliken charge analysis, in e, for atoms 1 through 2:
1 O -0.60
2 O -0.57